(1)
An isolated ion of composition C28H44N3O9 and charge +1 at a distorted geometry. Source: OMol25; level of theory: ωB97M-V/def2-TZVPD.

Each line ends with the Löwdin charge.
Geometry (Å):
C: -4.22 -2.94 -0.71  -0.0765
C: -3.63 -3.79 -1.94  -0.1996
O: -2.61 -3.11 -2.73  -0.0756
C: -1.50 -2.69 -1.95  -0.0917
N: -0.88 -3.73 -1.13  0.1132
C: 0.25 -3.50 -0.24  0.0704
C: 0.87 -2.06 -0.11  -0.0918
O: 1.94 -1.94 0.82  -0.1379
C: 1.54 -2.28 2.18  -0.1335
C: 2.56 -3.37 2.84  -0.2775
C: 3.42 -2.63 4.01  -0.0906
C: 3.56 -4.04 1.78  -0.3504
C: 4.92 -3.18 1.52  -0.1078
C: 4.08 -5.48 2.36  -0.0906
C: 0.30 -0.87 -0.98  0.0536
C: 0.92 0.59 -0.88  0.0008
C: 2.14 0.98 0.07  -0.1231
O: 1.67 0.94 1.46  -0.1362
N: 2.27 1.91 2.20  -0.0150
O: 1.48 2.16 3.08  0.0311
C: 0.28 1.73 -1.77  0.0253
C: 0.74 3.26 -1.75  -0.1342
O: -0.21 4.08 -0.99  -0.1264
C: 0.27 4.32 0.34  -0.2237
O: 1.36 5.31 0.39  -0.1289
C: 1.61 5.50 1.81  -0.1992
C: 2.79 6.56 2.10  -0.1801
O: 3.14 6.45 3.52  -0.1095
C: -0.93 1.37 -2.75  -0.0061
C: -1.55 2.59 -3.63  -0.2167
N: -0.68 2.92 -4.82  -0.0149
C: -1.52 -0.09 -2.85  -0.0232
C: -2.71 -0.30 -3.90  -0.1046
C: -4.17 -0.01 -3.21  -0.1346
O: -3.98 -0.08 -1.77  -0.1273
C: -4.69 0.94 -1.08  -0.3497
O: -5.86 1.33 -1.39  0.0576
C: -3.93 1.57 0.21  -0.1172
C: -4.00 0.55 1.47  -0.0969
C: -0.92 -1.22 -1.94  0.0566
H: -3.45 -2.43 -0.05  0.0682
H: -4.78 -3.70 -0.03  0.1030
H: -5.05 -2.19 -1.03  0.0947
H: -3.30 -4.84 -1.57  0.1235
H: -4.52 -4.00 -2.65  0.1508
H: -1.24 -4.71 -1.15  0.1606
H: 0.68 -4.38 0.37  0.1457
H: 1.70 -1.31 2.81  0.1237
H: 0.44 -2.55 2.30  0.1359
H: 2.00 -4.22 3.37  0.1322
H: 3.93 -1.68 3.60  0.0860
H: 2.67 -2.26 4.81  0.0903
H: 4.16 -3.34 4.54  0.0942
H: 3.09 -4.24 0.75  0.1158
H: 4.69 -2.08 1.24  0.0730
H: 5.60 -3.19 2.46  0.0886
H: 5.53 -3.65 0.66  0.0919
H: 3.78 -5.61 3.47  0.0804
H: 5.24 -5.52 2.34  0.0828
H: 3.69 -6.37 1.76  0.0763
H: 2.68 1.94 -0.21  0.1308
H: 2.92 0.13 -0.04  0.1374
H: 1.78 3.45 -1.33  0.1258
H: 0.74 3.73 -2.81  0.1336
H: 0.52 3.37 0.94  0.1257
H: -0.60 4.82 0.92  0.1573
H: 1.96 4.49 2.23  0.1027
H: 0.67 5.82 2.39  0.1456
H: 3.72 6.29 1.49  0.1301
H: 2.47 7.65 1.94  0.1336
H: 2.59 5.73 3.89  0.0769
H: -2.62 2.37 -3.96  0.0994
H: -1.61 3.57 -3.01  0.1259
H: 0.22 2.42 -4.72  0.0671
H: -0.45 3.93 -4.80  0.0798
H: -2.66 0.46 -4.78  0.1231
H: -2.69 -1.33 -4.43  0.1223
H: -4.40 1.10 -3.45  0.1300
H: -5.00 -0.67 -3.63  0.1427
H: -4.40 2.58 0.43  0.1276
H: -2.81 1.63 -0.08  0.1081
H: -5.04 0.64 1.96  0.0923
H: -3.74 -0.53 1.19  0.0608
H: -3.25 0.96 2.25  0.0861

Values from the calculation:
Charge: +1
Orbital gap in eV: 6.94
SMILES string: CCOc1[nH+]cc(OC[C@H](C)C(C)C)c2c(CON=O)c(COCOCCO)c(CN)c(CCOC(=O)CC)c12
Largest force on an atom in Eh/bohr: 0.109
HOMO in Ha: -0.4242
Relative energy (zero: lowest compared OMol25 entry of this formula, charge and spin) in kJ/mol: 1523.4

(2)
A 8-piece molecular cluster, C28H44N4O12 overall at a distorted geometry. Source: OMol25; level of theory: ωB97M-V/def2-TZVPD.

Each line ends with the Löwdin charge.
Geometry (Å):
C: 1.78 2.56 -7.19  -0.1371
C: 0.86 3.64 -6.76  -0.2562
C: 1.33 4.47 -5.54  -0.1789
C: 2.69 5.02 -5.52  -0.2322
N: 3.76 5.41 -5.43  0.1417
H: 1.52 1.81 -7.93  0.0759
H: 2.21 2.00 -6.35  0.0731
H: 2.75 2.88 -7.58  0.0739
H: -0.18 3.34 -6.79  0.1103
H: 0.89 4.31 -7.62  0.1064
H: 0.97 4.14 -4.57  0.1149
H: 0.70 5.35 -5.66  0.1098
C: 2.21 -6.20 0.89  -0.0922
C: 1.03 -7.18 1.04  -0.2534
C: 0.79 -7.79 2.42  -0.2094
C: -0.45 -8.43 2.62  -0.2790
N: -1.45 -8.94 2.69  0.1584
H: 2.00 -5.77 -0.09  0.0672
H: 3.16 -6.75 0.84  0.0716
H: 2.28 -5.44 1.66  0.0702
H: 1.16 -7.97 0.30  0.1094
H: 0.06 -6.84 0.68  0.1035
H: 0.87 -7.11 3.27  0.1247
H: 1.57 -8.54 2.59  0.1261
C: -7.48 3.68 2.08  -0.1086
C: -6.20 4.04 2.84  -0.2628
C: -5.02 3.07 2.54  -0.1908
C: -5.42 1.82 3.10  -0.2427
N: -5.74 0.71 3.46  0.1347
H: -7.85 2.70 2.39  0.0684
H: -7.30 3.59 1.01  0.0734
H: -8.18 4.49 2.26  0.0724
H: -6.42 4.09 3.90  0.1093
H: -5.95 5.09 2.66  0.1034
H: -4.25 3.51 3.17  0.1181
H: -4.69 3.00 1.50  0.1260
C: 1.33 -3.55 9.75  -0.1165
C: 1.27 -3.99 8.30  -0.2456
C: 0.88 -2.81 7.36  -0.1892
C: 0.31 -3.29 6.05  -0.2142
N: -0.16 -3.70 5.07  0.1149
H: 0.57 -2.81 10.03  0.0709
H: 2.21 -3.14 10.25  0.0717
H: 1.07 -4.42 10.35  0.0691
H: 0.48 -4.74 8.28  0.1088
H: 2.16 -4.37 7.81  0.1105
H: 1.72 -2.15 7.15  0.1159
H: 0.12 -2.22 7.87  0.1073
C: 0.94 5.18 0.72  -0.1252
C: 2.03 4.49 -0.20  -0.1017
O: 2.47 3.55 0.70  0.0484
C: 1.72 3.39 1.78  -0.5630
O: 1.84 2.43 2.49  0.1420
O: 0.72 4.30 1.78  0.0779
H: 0.19 5.52 0.00  0.1248
H: 1.18 6.12 1.23  0.1276
H: 2.83 5.20 -0.44  0.1343
H: 1.67 3.87 -1.02  0.1346
C: 5.72 0.31 -3.17  -0.1227
C: 5.76 -0.96 -2.26  -0.0679
O: 7.12 -1.44 -2.47  0.0409
C: 7.79 -0.67 -3.35  -0.5193
O: 8.79 -0.99 -4.01  0.1083
O: 6.96 0.28 -3.84  0.0536
H: 5.45 1.24 -2.67  0.1277
H: 4.94 0.07 -3.88  0.1226
H: 5.07 -1.73 -2.61  0.1311
H: 5.73 -0.62 -1.23  0.1257
C: -5.14 1.01 -4.32  -0.1606
C: -3.72 1.30 -4.94  -0.0964
O: -3.54 2.61 -4.43  -0.0035
C: -4.42 2.89 -3.32  -0.3910
O: -4.43 3.98 -2.66  0.0763
O: -5.29 1.85 -3.24  0.0605
H: -5.21 -0.02 -3.95  0.1240
H: -5.95 0.98 -5.04  0.1268
H: -3.91 1.44 -6.00  0.1326
H: -3.03 0.57 -4.50  0.1301
C: -0.59 -0.77 0.15  -0.1632
C: -0.76 -2.14 -0.36  -0.0701
O: -0.03 -2.01 -1.61  0.1376
C: 0.16 -0.83 -1.93  -0.6642
O: 0.69 -0.42 -2.98  0.0929
O: -0.18 -0.07 -0.94  0.1045
H: 0.15 -0.84 0.94  0.1427
H: -1.50 -0.36 0.59  0.1445
H: -1.82 -2.37 -0.44  0.1353
H: -0.37 -2.93 0.28  0.1379

Values from the calculation:
Orbital gap in eV: 10.54
SMILES string: O=C1OCCO1.O=C1OCCO1.O=C1OCCO1.O=C1OCCO1.CCCC#N.CCCC#N.CCCC#N.CCCC#N
Largest force on an atom in Eh/bohr: 0.165
HOMO in Ha: -0.3924
Relative energy (zero: lowest compared OMol25 entry of this formula, charge and spin) in kJ/mol: 469.6

Which of these has the lowest relative energy (zero: lowest compared OMol25 entry of this formula, charge and spin)?
C28H44N4O12

Which formula does entry 1 have?
C28H44N3O9

The highest relative energy (zero: lowest compared OMol25 entry of this formula, charge and spin) belongs to which entry?
C28H44N3O9